{
  "formula": "C18H27FeN3S2",
  "method": "wB97M-V/def2-TZVPD",
  "species": ["Fe", "S", "S", "C", "C", "C", "N", "C", "C", "H", "H", "H", "H", "H", "H", "H", "H", "C", "H", "H", "H", "H", "H", "H", "H", "C", "C", "H", "H", "H", "H", "C", "C", "C", "C", "N", "C", "C", "C", "C", "C", "C", "N", "H", "H", "H", "H", "H", "H", "H", "H"],
  "positions_angstrom": [[0.177, 0.110, -0.432], [-0.193, 2.456, -0.751], [-0.350, -2.276, -0.570], [-1.989, 2.757, -0.564], [-0.046, 2.554, -2.582], [-0.721, 1.357, -3.252], [-0.133, 0.107, -2.677], [-0.754, -1.155, -3.146], [-0.159, -2.353, -2.404], [1.026, 2.594, -2.813], [-0.514, 3.499, -2.884], [-0.595, 1.415, -4.352], [-1.802, 1.357, -3.054], [-0.599, -1.314, -4.228], [-1.838, -1.092, -2.974], [0.922, -2.451, -2.582], [-0.663, -3.285, -2.686], [-2.162, -2.457, -0.477], [0.859, 0.092, -2.954], [-2.664, -1.609, -0.947], [-2.416, -2.491, 0.587], [-2.450, -3.399, -0.961], [-2.149, 2.888, 0.507], [-2.595, 1.922, -0.917], [-2.262, 3.676, -1.087], [2.826, 0.491, -1.663], [3.635, 0.802, -0.630], [2.149, 1.189, -2.166], [3.031, -0.456, -2.211], [3.536, 1.681, -0.007], [4.579, 0.241, -0.388], [-3.174, 0.324, 3.041], [-2.377, 0.156, 4.186], [-0.996, 0.085, 4.032], [-0.457, 0.095, 2.729], [-1.228, 0.255, 1.614], [-2.557, 0.374, 1.778], [0.955, -0.248, 2.537], [1.828, -0.602, 3.585], [3.118, -1.049, 3.298], [3.475, -1.193, 1.951], [2.494, -1.040, 0.969], [1.336, -0.407, 1.233], [-4.258, 0.403, 3.093], [-2.809, 0.080, 5.180], [-0.320, -0.048, 4.874], [-3.159, 0.515, 0.878], [1.471, -0.500, 4.601], [3.808, -1.279, 4.112], [4.498, -1.423, 1.639], [2.666, -1.346, -0.067]],
  "atomic_forces_ev_per_a": [[-0.6934, -0.0074, 0.8995], [-0.2900, 0.6992, -0.5464], [-0.3644, -0.1293, -0.9692], [0.2589, -0.0593, 0.1708], [-0.3165, 0.0094, 0.2103], [0.0747, -0.2287, 0.0314], [0.2567, -0.0692, -0.2849], [-0.0090, -0.1225, -0.1064], [-0.1483, -0.2140, 0.4350], [-0.3420, 0.1811, 0.0287], [0.2321, -0.2295, -0.0321], [0.0317, -0.1209, 0.5213], [0.2958, -0.0414, -0.0189], [-0.0818, 0.1520, 0.3326], [0.2901, 0.0139, -0.0631], [-0.3238, -0.0471, -0.0438], [0.2818, 0.2173, -0.2573], [0.1302, 0.0169, 0.1568], [-0.6121, -0.1523, -0.0585], [0.0109, -0.1888, 0.0907], [0.0007, -0.0325, -0.2540], [0.0826, 0.2663, 0.1770], [-0.0345, 0.0485, -0.1212], [0.1093, 0.0881, -0.0457], [0.1335, -0.1230, 0.0733], [1.3407, -0.3303, -0.1668], [0.7034, 0.0483, -0.8893], [0.2677, -0.1680, 0.8137], [-0.1202, 0.7934, 0.2160], [-0.2086, 0.3173, -0.2577], [-1.4132, 0.0926, -0.2476], [0.4592, -0.1011, -0.2963], [-0.0381, 0.2408, -0.5064], [-0.0091, -0.1256, -0.9678], [-1.2967, 0.2466, 0.4491], [0.3745, -0.2069, 0.4764], [0.1727, 0.0633, 0.8696], [1.3148, -0.5136, -0.7642], [-0.5250, 0.2144, -0.6635], [-0.2344, 0.4838, -0.4991], [-0.0484, -0.5059, 0.0221], [0.4108, 0.6554, 0.7266], [0.1936, -0.9647, 0.6920], [0.2763, -0.0480, 0.1115], [-0.0482, 0.0908, -0.2301], [-0.4940, 0.1008, -0.1063], [0.1934, -0.0923, 0.2806], [0.3311, -0.1359, -0.0752], [-0.1085, 0.1438, -0.3411], [-0.4675, -0.3864, 0.2806], [0.0001, 0.1606, 0.7472]],
  "energy_ev": -79618.1027,
  "homo_ev": [-14.79, -14.81],
  "gap_ha": [0.314, 0.300],
  "relative_energy_kj_mol": 28.2,
  "total_charge": 2,
  "lumo_energy_ev": [-6.25, -6.64],
  "multiplicity": 5
}